Entry 1:
Formula: C32H47F5KN3OS3Si4
Source: OMol25
Level of theory: wB97M-V/def2-TZVPD

As for the total charge: -2. The gap between HOMO and LUMO is 4.68 eV. The calculation puts the energy at -4939.0816 Eh. For the HOMO energy, the calculation gives -0.96 eV.

Structure (XYZ):
```
96
Properties=species:S:1:pos:R:3:forces:R:3:mulliken_charge:R:1
K -0.145 1.815 -0.747 -0.17 -0.37 -0.94 1.340
S 3.165 2.216 -1.478 0.07 -0.12 0.09 -0.348
C 2.505 3.760 -1.393 0.09 0.22 0.03 -0.091
N 1.243 4.089 -1.236 -0.06 -0.04 0.03 -0.132
C 1.035 5.443 -1.215 0.09 0.17 0.02 -0.435
C -0.208 6.057 -1.068 -0.06 -0.01 0.01 -0.381
C -0.283 7.438 -1.058 -0.02 0.06 0.01 -0.590
C 0.861 8.223 -1.194 -0.02 0.04 0.01 -0.366
C 2.105 7.627 -1.341 -0.02 0.03 0.00 -0.544
C 2.185 6.245 -1.349 0.03 -0.02 -0.02 0.674
S 3.568 5.210 -1.510 -0.05 -0.13 -0.02 -0.323
H -1.100 5.453 -0.964 -0.01 -0.02 0.01 0.379
H -1.249 7.913 -0.941 -0.04 0.02 0.01 0.387
H 0.781 9.303 -1.185 -0.01 0.04 0.00 0.336
H 2.997 8.231 -1.449 0.05 0.03 0.00 0.347
C -4.990 -0.333 0.865 -0.01 0.12 -0.02 -1.367
C -4.349 0.914 1.378 -0.02 0.26 0.03 1.163
C -3.776 1.024 2.613 -0.03 0.01 -0.13 -0.842
C -3.260 2.283 2.983 -0.05 0.13 -0.05 1.196
N -3.374 3.364 2.243 0.18 -0.14 0.25 -0.570
C -3.970 3.279 1.025 -0.16 -0.05 -0.16 -0.203
S -4.255 4.591 0.045 0.04 0.04 0.00 -0.418
N -4.386 2.028 0.607 0.05 -0.32 0.16 0.096
C -2.558 2.431 4.300 -0.01 0.03 -0.03 -0.988
H -5.065 -1.067 1.664 0.01 0.01 0.00 0.402
H -4.408 -0.752 0.052 0.18 -0.04 -0.20 0.074
H -5.986 -0.110 0.479 0.00 0.00 0.02 0.430
H -3.706 0.168 3.266 0.00 -0.03 0.02 0.308
H -4.702 1.958 -0.354 -0.01 0.02 -0.06 0.094
H -3.129 1.957 5.100 -0.01 0.00 0.01 0.391
H -2.406 3.484 4.522 0.00 0.01 -0.01 0.328
H -1.589 1.933 4.254 0.05 -0.05 0.00 0.006
C 1.208 2.331 3.162 -0.15 -0.08 -0.10 -1.752
C 0.564 1.067 2.643 -0.14 -0.08 -0.85 -0.040
O -0.095 1.075 1.609 0.29 0.18 1.38 0.081
C 0.818 -0.231 3.324 0.02 -0.16 0.21 0.458
C 1.458 -0.324 4.562 -0.14 0.04 -0.17 -0.662
C 1.723 -1.567 5.112 0.01 -0.09 0.00 -0.704
C 1.361 -2.722 4.427 -0.01 0.07 -0.05 -0.996
C 0.731 -2.633 3.191 0.09 -0.07 0.19 0.043
C 0.462 -1.394 2.641 0.06 0.28 0.09 0.615
H 0.832 3.178 2.594 0.00 0.01 -0.01 0.354
H 2.289 2.256 3.020 0.01 -0.03 -0.01 0.402
H 1.018 2.484 4.223 -0.02 -0.02 0.05 0.413
H 1.758 0.568 5.095 0.01 0.05 0.01 0.339
H 2.225 -1.638 6.070 -0.01 -0.01 0.00 0.364
H 1.585 -3.693 4.851 0.00 -0.01 0.00 0.394
H 0.469 -3.529 2.644 0.04 0.01 0.04 0.226
H 0.018 -1.299 1.659 0.09 0.04 0.05 0.020
C -1.891 -3.734 -1.895 0.07 0.05 0.08 -1.092
Si -0.655 -3.331 -0.519 0.17 -0.28 -0.11 0.361
C -0.059 -5.043 0.093 -0.05 0.10 -0.03 -1.287
C -1.779 -2.716 0.897 0.00 -0.13 0.06 -1.016
Si 0.957 -1.786 -1.225 -0.17 0.47 0.04 0.481
Si 1.411 -2.344 -3.466 0.19 -0.26 0.04 0.348
C -0.015 -2.295 -4.715 0.11 0.10 0.18 -1.186
C 2.655 -1.131 -4.243 -0.12 -0.03 0.10 -1.106
C 2.161 -4.094 -3.679 -0.09 0.16 -0.02 -1.128
Si 3.025 -2.161 -0.173 -0.02 -0.21 -0.05 -0.095
C 4.470 -1.738 -1.327 -0.10 -0.03 0.08 -0.968
C 3.352 -1.022 1.320 0.01 -0.02 -0.10 -0.607
C 3.401 -3.911 0.498 0.00 0.12 -0.06 -1.136
H -2.735 -4.308 -1.504 -0.05 -0.05 0.07 0.417
H -1.418 -4.324 -2.677 0.08 -0.08 -0.14 0.274
H -2.278 -2.823 -2.346 -0.05 0.15 -0.08 0.164
H -0.881 -5.664 0.459 -0.13 -0.05 0.02 0.366
H 0.672 -4.942 0.896 0.04 -0.03 0.05 0.305
H 0.437 -5.573 -0.722 0.05 -0.04 -0.05 0.261
H -2.743 -3.228 0.846 -0.07 -0.08 -0.05 0.487
H -1.957 -1.648 0.796 -0.10 0.20 -0.03 -0.108
H -1.360 -2.899 1.889 -0.22 -0.04 -0.16 0.412
H -0.437 -1.294 -4.771 -0.05 0.13 0.00 0.268
H -0.824 -2.971 -4.476 -0.24 -0.21 0.08 0.286
H 0.377 -2.561 -5.700 0.06 -0.02 -0.03 0.416
H 2.531 -0.130 -3.831 -0.02 0.09 0.03 0.220
H 2.494 -1.075 -5.323 -0.02 -0.03 -0.06 0.403
H 3.685 -1.428 -4.071 0.18 -0.05 0.04 0.330
H 1.438 -4.843 -3.354 -0.07 -0.06 0.03 0.242
H 3.045 -4.206 -3.052 0.11 -0.01 0.08 0.244
H 2.442 -4.318 -4.711 0.02 0.01 -0.14 0.393
H 4.343 -0.733 -1.723 -0.01 0.13 -0.07 0.157
H 4.542 -2.425 -2.167 0.00 -0.10 -0.12 0.238
H 5.416 -1.765 -0.781 0.05 -0.03 0.08 0.397
H 2.861 -0.061 1.172 -0.03 0.13 -0.04 -0.109
H 4.423 -0.829 1.407 0.12 -0.02 -0.01 0.545
H 3.009 -1.446 2.261 0.03 -0.06 0.06 0.168
H 3.369 -4.647 -0.306 -0.01 -0.06 -0.07 0.266
H 2.653 -4.205 1.235 -0.03 -0.01 0.08 0.234
H 4.382 -3.962 0.978 0.12 0.03 0.03 0.354
F -2.739 0.120 -1.206 -0.05 -0.02 0.01 0.160
C -2.589 0.855 -2.455 0.04 0.10 0.16 -1.066
F -1.784 -0.016 -3.207 -0.14 0.02 -0.03 -0.069
C -3.970 0.667 -3.066 0.05 -0.12 0.04 0.788
F -4.921 1.297 -2.317 -0.12 0.14 0.25 -0.329
F -4.433 -0.610 -3.184 0.06 -0.12 0.02 -0.295
F -4.057 1.197 -4.295 0.11 0.07 -0.17 -0.295
```
Forces are in eV/Å.



Entry 2:
Formula: C14H40N2O4SSi2
Source: OMol25
Level of theory: wB97M-V/def2-TZVPD

As for the total charge: 0. The gap between HOMO and LUMO is 9.04 eV. The calculation puts the energy at -1945.0824 Eh. For the HOMO energy, the calculation gives -8.40 eV.

Structure (XYZ):
```
63
Properties=species:S:1:pos:R:3:forces:R:3:mulliken_charge:R:1
C -3.930 0.538 -1.346 -0.13 0.04 0.08 -1.049
C -3.070 0.867 -0.149 0.18 -0.17 -0.48 -0.582
S -1.436 0.089 -0.214 0.27 -0.22 0.30 -0.105
C -0.404 1.364 -1.007 -0.26 0.03 0.35 -0.764
Si 0.808 2.050 0.238 0.40 -0.39 -0.29 0.339
O 1.734 3.237 -0.499 -0.51 0.16 0.97 -0.048
Si 2.041 4.675 0.298 0.51 0.32 -0.42 0.353
C 2.100 5.995 -1.024 -0.68 -0.45 0.07 -0.897
C 0.803 6.053 -1.831 0.24 0.08 -0.35 0.697
C 1.066 6.621 -3.214 0.23 0.06 0.54 -1.484
O -0.083 6.871 -1.088 -0.65 0.15 0.03 -0.564
H -4.926 0.928 -1.174 -0.29 0.21 -0.11 0.351
H -4.034 -0.531 -1.457 0.06 -0.35 -0.08 0.218
H -3.530 0.965 -2.257 0.09 0.07 -0.25 0.363
H -2.927 1.935 -0.075 0.03 0.35 0.30 0.441
H -3.561 0.500 0.738 0.01 -0.05 0.43 0.347
H 0.073 0.925 -1.869 0.21 -0.05 -0.31 0.474
H -1.069 2.144 -1.352 -0.14 0.27 -0.23 0.233
H 0.106 2.564 1.431 -0.13 0.17 -0.10 -0.165
H 1.718 0.987 0.708 -0.05 -0.07 -0.07 -0.128
H 1.026 4.949 1.330 -0.15 -0.07 -0.03 -0.136
H 3.355 4.612 0.978 0.01 -0.11 0.00 -0.191
H 2.904 5.745 -1.703 0.42 -0.03 -0.11 0.349
H 2.255 6.992 -0.631 0.26 0.22 0.18 0.447
H 0.389 5.051 -1.953 -0.17 -0.22 0.08 0.016
H 0.157 6.758 -3.788 -0.19 -0.01 -0.20 0.415
H 1.753 5.966 -3.728 0.04 -0.26 -0.39 0.371
H 1.575 7.568 -3.087 -0.01 0.41 -0.12 0.329
H -0.921 6.965 -1.570 0.40 -0.09 0.19 0.318
C 5.376 -3.118 -0.279 -0.02 -0.09 -0.06 -1.403
C 4.569 -2.943 1.003 0.15 0.13 -0.08 0.365
C 3.430 -1.920 0.887 -0.14 -0.09 0.11 -0.644
O 3.842 -0.569 0.915 0.05 -0.01 -0.10 -0.385
C 4.277 -0.037 -0.321 0.07 0.11 0.19 -0.671
N 5.485 -2.635 2.105 -0.16 0.06 0.05 -0.752
H 6.061 -2.287 -0.446 -0.02 0.06 0.02 0.280
H 5.980 -4.023 -0.221 0.02 0.01 0.04 0.349
H 4.722 -3.203 -1.150 0.00 0.02 0.00 0.343
H 4.099 -3.906 1.225 -0.07 0.01 0.03 0.402
H 2.777 -2.041 1.755 0.02 0.04 0.02 0.335
H 2.818 -2.111 -0.005 0.06 -0.02 -0.04 0.378
H 3.720 -0.461 -1.162 0.02 -0.05 -0.01 0.303
H 5.348 -0.202 -0.464 -0.02 -0.05 -0.15 0.282
H 4.102 1.039 -0.297 -0.04 -0.01 0.02 0.224
H 4.969 -2.631 2.980 0.04 -0.08 0.00 0.276
H 5.796 -1.674 1.990 0.06 -0.03 -0.03 0.329
C -2.799 -3.348 0.898 0.05 0.04 0.06 -0.736
C -4.156 -3.067 1.534 0.05 -0.12 -0.17 0.458
C -4.771 -4.275 2.254 -0.09 0.12 0.13 -0.855
O -5.331 -5.251 1.397 0.09 -0.06 -0.02 -0.379
C -4.417 -6.191 0.864 -0.15 0.00 -0.06 -0.633
N -5.054 -2.507 0.518 -0.09 -0.03 0.13 -0.560
H -2.888 -3.926 -0.022 -0.07 -0.04 0.00 0.219
H -2.311 -2.409 0.639 0.02 -0.01 -0.03 -0.287
H -2.146 -3.892 1.583 -0.01 -0.01 0.00 0.371
H -4.004 -2.297 2.297 -0.03 -0.02 0.06 0.352
H -5.602 -3.918 2.867 -0.03 -0.02 -0.04 0.357
H -4.045 -4.740 2.934 0.07 0.02 -0.05 0.421
H -3.626 -6.431 1.581 0.04 0.03 0.00 0.296
H -3.970 -5.834 -0.067 0.10 -0.01 0.04 0.228
H -4.974 -7.101 0.644 -0.03 0.01 0.02 0.253
H -5.921 -2.214 0.961 0.04 0.06 -0.01 0.266
H -5.330 -3.264 -0.102 0.05 0.03 -0.05 0.267
```
Forces are in eV/Å.



Q: Look up the total charge of the first one.
A: -2



Q: Number 1 is which compound?
A: C32H47F5KN3OS3Si4